{
  "formula": "C6H10O",
  "method": "the ωB97M-V functional and the def2-TZVPD basis",
  "elements": ["C", "C", "C", "C", "C", "C", "O", "H", "H", "H", "H", "H", "H", "H", "H", "H", "H"],
  "coordinates": [[-1.94, -0.10, -0.53], [-0.49, -0.28, -0.09], [-0.11, -0.29, 1.40], [1.05, 0.69, 1.09], [0.67, 0.69, -0.41], [1.24, -0.47, -1.21], [0.23, -1.38, -0.72], [-2.55, -0.95, -0.21], [-2.39, 0.81, -0.10], [-2.00, -0.02, -1.62], [-0.86, 0.07, 2.12], [0.20, -1.30, 1.65], [2.06, 0.31, 1.31], [0.94, 1.67, 1.56], [0.56, 1.64, -0.93], [2.28, -0.77, -1.00], [1.13, -0.34, -2.30]],
  "mulliken_charge": [-1.45, 1.41, -0.97, -0.65, -0.29, -0.63, -0.51, 0.36, 0.34, 0.34, 0.34, 0.25, 0.29, 0.25, 0.41, 0.28, 0.24],
  "gap_ev": 10.4754,
  "smiles": "C[C@]12CC[C@H]1CO2",
  "e_lumo_ev": 1.059,
  "e_homo_ev": -9.4
}

{
  "formula": "C4H8O8S2Ti",
  "method": "the ωB97M-V functional and the def2-TZVPD basis",
  "elements": ["Ti", "C", "C", "O", "S", "O", "O", "O", "H", "H", "H", "H", "C", "C", "O", "S", "O", "O", "O", "H", "H", "H", "H"],
  "coordinates": [[8.46, -14.53, 10.06], [13.81, -18.84, 12.93], [14.72, -17.68, 13.39], [13.89, -16.62, 13.53], [12.44, -16.95, 14.19], [11.32, -16.12, 13.66], [12.53, -17.10, 15.72], [12.52, -18.41, 13.39], [14.16, -19.69, 13.51], [13.90, -18.86, 11.84], [15.59, -17.35, 12.81], [15.15, -17.81, 14.39], [12.65, -11.11, 2.90], [11.31, -10.57, 2.62], [10.61, -10.65, 3.81], [11.53, -10.14, 5.01], [11.18, -10.69, 6.33], [11.96, -8.76, 4.86], [12.75, -11.03, 4.34], [13.44, -10.45, 2.56], [12.84, -12.16, 2.70], [10.75, -11.08, 1.84], [11.38, -9.50, 2.39]],
  "mulliken_charge": [1.01, -0.16, -0.41, -0.31, 1.07, -0.52, -0.50, -0.33, 0.26, 0.30, 0.31, 0.28, -0.17, -0.33, -0.31, 1.11, -0.54, -0.51, -0.34, 0.22, 0.26, 0.30, 0.31],
  "gap_ev": [6.3035, 7.9230],
  "spin_multiplicity": 4,
  "e_lumo_ev": [-6.348, -4.988],
  "e_homo_ev": [-12.7, -12.9],
  "s2": 3.750,
  "total_charge": 1
}

{
  "formula": "C2H5NO3Si",
  "method": "the ωB97M-V functional and the def2-TZVPD basis",
  "elements": ["C", "O", "Si", "O", "O", "C", "N", "H", "H", "H", "H", "H"],
  "coordinates": [[1.43, 0.21, -0.70], [0.23, -0.14, -0.12], [-1.01, 0.64, 0.52], [-1.17, 2.03, -0.30], [-2.30, -0.46, 0.17], [-3.48, -0.33, -0.20], [-4.58, -0.10, -0.37], [1.65, 1.40, -0.86], [1.62, -0.34, -1.58], [2.17, -0.18, -0.04], [-1.07, 0.96, 2.04], [-1.83, 2.62, -0.57]],
  "mulliken_charge": [-0.56, -0.15, 0.34, -0.45, -0.31, 0.51, -0.43, 0.21, 0.28, 0.27, -0.06, 0.34],
  "gap_ev": 11.3025,
  "smiles": "CO[Si@@H](O)OC#N",
  "e_lumo_ev": 0.504,
  "e_homo_ev": -10.8
}

{
  "formula": "C5H10O",
  "method": "the ωB97M-V functional and the def2-TZVPD basis",
  "elements": ["C", "C", "C", "C", "C", "O", "H", "H", "H", "H", "H", "H", "H", "H", "H", "H"],
  "coordinates": [[2.06, -0.28, -0.42], [0.73, -0.48, 0.31], [-0.60, 0.02, -0.31], [-1.74, -0.49, 0.58], [-0.74, 1.53, -0.40], [-1.38, 2.17, 0.40], [2.33, 0.78, -0.55], [2.85, -0.75, 0.17], [2.06, -0.75, -1.41], [0.59, -1.56, 0.45], [0.80, -0.05, 1.32], [-0.65, -0.37, -1.34], [-1.72, 0.08, 1.52], [-2.73, -0.34, 0.14], [-1.60, -1.55, 0.83], [-0.26, 2.04, -1.27]],
  "mulliken_charge": [-1.23, -0.56, 0.47, -1.43, -0.16, -0.48, 0.32, 0.35, 0.32, 0.30, 0.30, 0.32, 0.35, 0.35, 0.40, 0.36],
  "gap_ev": 10.7202,
  "smiles": "CC[C@@H](C)C=O",
  "e_lumo_ev": 0.968,
  "e_homo_ev": -9.8
}